A 2-piece molecular cluster, C3H6N2O3 overall in a non-equilibrium geometry, computed with the ωB97M-V functional and the def2-TZVPD basis.

The lowest unoccupied orbital energy (alpha / beta) comes out at -0.86 / -0.86 eV. The electronic energy comes out at -452.871869 a.u. Its total charge is 0. The HOMO energy (alpha / beta) is -0.333 / -0.333 hartree. As for the spin multiplicity: 1.

Last column: Löwdin charge in e.
Geometry (Å):
C1 -0.21 0.18 1.68  0.124
C2 -1.05 -0.75 -0.97  -0.026
C3 -0.07 0.17 -0.39  -0.377
N1 -0.25 1.49 -0.50  -0.040
N2 1.39 -0.24 -0.55  -0.384
O1 0.65 2.27 -0.65  0.038
O2 1.66 -1.18 -1.22  0.077
O3 2.19 0.50 -0.09  0.098
H1 0.36 1.06 2.03  0.063
H2 0.26 -0.79 1.86  0.057
H3 -1.27 0.27 1.97  0.061
H4 -0.44 -1.46 -1.56  0.088
H5 -1.32 -1.35 -0.09  0.081
H6 -1.91 -0.18 -1.53  0.139

A 2-piece molecular cluster, C3H6N2O3 overall, computed with the ωB97M-V functional and the def2-TZVPD basis.

The lowest unoccupied orbital energy comes out at 0.69 eV. The electronic energy comes out at -453.111177 a.u. Its structure (SMILES) is O=C(O)NO.CC#N. Its total charge is 0. The HOMO energy is -0.352 hartree. As for the spin multiplicity: 1.

Last column: Löwdin charge in e.
Geometry (Å):
O1 -1.28 -0.46 0.75  0.058
C1 -1.50 0.23 -0.22  -0.653
O2 -2.13 -0.19 -1.33  0.125
N1 -1.21 1.54 -0.27  0.036
O3 -0.40 2.03 0.77  -0.011
H1 -2.37 -1.12 -1.23  0.134
H2 -1.04 2.02 -1.14  0.156
H3 -0.41 1.31 1.43  0.096
C2 1.85 -1.11 0.62  -0.063
C3 1.51 -0.47 -0.61  -0.289
N2 1.21 0.05 -1.58  0.162
H4 0.93 -1.35 1.16  0.072
H5 2.40 -2.03 0.42  0.087
H6 2.46 -0.45 1.23  0.090

An isolated ion of composition C3H6N2O5P and charge -1 in a non-equilibrium geometry, computed with the ωB97M-V functional and the def2-TZVPD basis.

The lowest unoccupied orbital energy comes out at 3.53 eV. The electronic energy comes out at -945.075729 a.u. Its structure (SMILES) is N[C@@H]1CON=C1O[P@](=O)([O-])O. Its total charge is -1. The HOMO energy is -0.198 hartree. As for the spin multiplicity: 1.

Last column: Löwdin charge in e.
Geometry (Å):
N1 -0.64 1.36 0.97  0.082
C1 -0.81 0.26 0.02  -0.324
C2 -2.22 -0.25 -0.27  -0.136
O1 -2.23 -1.65 0.09  -0.140
N2 -0.94 -2.05 0.46  0.096
C3 -0.15 -1.07 0.35  -0.152
O2 1.47 -1.00 0.68  -0.207
P1 2.39 0.20 -0.07  0.216
O3 3.81 -0.18 0.03  -0.335
O4 1.99 1.51 0.51  -0.339
O5 1.75 0.01 -1.64  -0.221
H1 -0.89 0.99 1.86  0.068
H2 0.22 1.77 0.93  -0.025
H3 -0.40 0.66 -0.89  0.119
H4 -3.09 0.27 0.28  0.141
H5 -2.43 -0.05 -1.27  0.084
H6 2.19 -0.80 -2.02  0.074

One molecule with the formula C3H6N2OS in a non-equilibrium geometry, computed with the ωB97M-V functional and the def2-TZVPD basis.

The lowest unoccupied orbital energy comes out at 0.23 eV. The electronic energy comes out at -700.827471 a.u. Its structure (SMILES) is [H]/N=C(/NC=S)OC. Its total charge is 0. The HOMO energy is -0.323 hartree. As for the spin multiplicity: 1.

Last column: Löwdin charge in e.
Geometry (Å):
H1 -2.38 -2.00 0.14  0.044
N1 -1.44 -1.91 -0.28  0.149
C1 -0.89 -0.76 -0.06  -0.500
N2 0.40 -0.54 -0.56  0.039
C2 1.02 0.69 -0.43  -0.701
S1 2.62 1.04 -0.55  0.603
O1 -1.34 0.25 0.69  -0.084
C3 -2.52 0.10 1.39  -0.092
H2 1.00 -1.34 -0.77  0.146
H3 0.29 1.48 -0.24  0.065
H4 -3.41 0.04 0.67  0.122
H5 -2.62 0.99 2.09  0.121
H6 -2.50 -0.82 1.99  0.089

One molecule with the formula C3H6N2OS in a non-equilibrium geometry, computed with the ωB97M-V functional and the def2-TZVPD basis.

The lowest unoccupied orbital energy comes out at 0.71 eV. The electronic energy comes out at -700.822151 a.u. Its structure (SMILES) is CN(C=O)/C=N\S. Its total charge is 0. The HOMO energy is -0.320 hartree. As for the spin multiplicity: 1.

Last column: Löwdin charge in e.
Geometry (Å):
C1 0.00 1.34 0.00  -0.088
N1 0.60 0.01 0.00  -0.100
C2 1.98 -0.10 -0.01  -0.306
O1 2.59 -1.14 0.00  0.051
C3 -0.14 -1.18 0.01  -0.280
N2 -1.38 -1.43 0.00  -0.335
S1 -2.62 -0.24 0.00  0.695
H1 -0.61 1.49 -0.90  0.075
H2 0.82 2.10 0.02  0.096
H3 -0.61 1.50 0.91  0.075
H4 2.49 0.87 -0.01  0.133
H5 0.49 -2.04 0.02  0.117
H6 -3.60 -1.18 -0.02  -0.134

One molecule with the formula C3H6N2OS in a non-equilibrium geometry, computed with the ωB97M-V functional and the def2-TZVPD basis.

The lowest unoccupied orbital energy comes out at 0.03 eV. The electronic energy comes out at -700.708893 a.u. Its structure (SMILES) is [H]/N=C/NC(=S)OC. Its total charge is 0. The HOMO energy is -0.311 hartree. As for the spin multiplicity: 1.

Last column: Löwdin charge in e.
Geometry (Å):
H1 2.04 -1.38 -1.49  0.070
N1 1.05 -1.04 -1.13  0.029
C1 0.71 -1.25 0.26  -0.228
N2 -0.54 -0.73 0.55  -0.106
C2 -1.46 0.13 -0.10  -0.849
S1 -2.99 -0.57 -0.36  0.626
O1 -1.07 1.39 -0.36  -0.127
C3 0.34 1.67 0.02  -0.044
H2 1.19 -1.81 1.15  0.139
H3 -1.02 -1.31 1.37  0.176
H4 0.01 2.63 0.26  0.062
H5 0.83 0.96 0.86  0.115
H6 0.90 1.32 -1.03  0.138

One molecule with the formula C3H6N2OS in a non-equilibrium geometry, computed with the ωB97M-V functional and the def2-TZVPD basis.

The lowest unoccupied orbital energy comes out at 0.50 eV. The electronic energy comes out at -700.812546 a.u. Its structure (SMILES) is [H]/N=C1\NSC[C@@H]1O. Its total charge is 0. The HOMO energy is -0.312 hartree. As for the spin multiplicity: 1.

Last column: Löwdin charge in e.
Geometry (Å):
H1 1.98 -2.06 0.10  0.059
N1 2.07 -1.04 0.01  0.131
C1 0.91 -0.56 0.26  -0.473
N2 -0.25 -1.34 0.14  -0.264
S1 -1.66 -0.36 -0.31  0.865
C2 -0.89 1.04 0.63  -0.383
C3 0.62 0.89 0.45  -0.389
O1 0.94 1.60 -0.74  -0.009
H2 -0.12 -2.05 -0.57  0.074
H3 -1.22 2.03 0.31  0.090
H4 -1.17 1.01 1.69  0.084
H5 1.25 1.29 1.26  0.155
H6 1.77 1.22 -0.97  0.061

C3H6N2OS as an isolated structure in a non-equilibrium geometry, computed with the ωB97M-V functional and the def2-TZVPD basis.

The lowest unoccupied orbital energy comes out at 0.54 eV. The electronic energy comes out at -700.721311 a.u. Its total charge is 0. The HOMO energy is -0.329 hartree. As for the spin multiplicity: 1.

Last column: Löwdin charge in e.
Geometry (Å):
C1 -0.60 -1.55 -0.88  -0.097
C2 0.87 -1.89 -0.11  -0.097
C3 0.18 0.24 0.40  -0.823
H1 -0.58 1.99 -1.40  0.201
H2 -2.00 0.97 -0.86  0.093
H3 -0.47 -2.08 -1.92  0.140
H4 -1.50 -2.00 -0.45  0.102
H5 1.72 -2.22 -0.79  0.133
H6 0.88 -2.81 0.42  0.084
N1 -1.18 0.80 -1.56  -0.027
N2 -0.37 -0.12 -0.91  -0.281
O1 1.02 -0.77 0.79  -0.100
S1 0.12 1.67 1.22  0.672

One molecule with the formula C3H6N2OS2 in a non-equilibrium geometry, computed with the ωB97M-V functional and the def2-TZVPD basis.

The lowest unoccupied orbital energy comes out at 0.09 eV. The electronic energy comes out at -1098.954007 a.u. Its structure (SMILES) is CC(=S)NS/C=N\O. Its total charge is 0. The HOMO energy is -0.323 hartree. As for the spin multiplicity: 1.

Last column: Löwdin charge in e.
Geometry (Å):
C1 -0.50 -1.00 1.18  -0.131
C2 -0.22 0.39 1.59  -0.940
S1 0.20 0.85 3.13  0.652
N1 -0.31 1.36 0.63  -0.368
S2 -0.71 1.14 -1.03  0.940
C3 0.88 0.65 -1.69  -0.446
N2 1.16 -0.46 -2.21  -0.049
O1 0.19 -1.41 -2.26  -0.040
H1 -0.42 -1.67 2.07  0.083
H2 -1.48 -1.08 0.76  0.068
H3 0.21 -1.36 0.41  0.087
H4 -0.11 2.30 0.94  0.076
H5 1.67 1.40 -1.65  0.079
H6 -0.57 -1.12 -1.85  -0.010

One molecule with the formula C3H6N2S in a non-equilibrium geometry, computed with the ωB97M-V functional and the def2-TZVPD basis.

The lowest unoccupied orbital energy comes out at 0.36 eV. The electronic energy comes out at -625.556375 a.u. Its structure (SMILES) is C=NNC(C)=S. Its total charge is 0. The HOMO energy is -0.310 hartree. As for the spin multiplicity: 1.

Last column: Löwdin charge in e.
Geometry (Å):
C1 -0.94 1.45 1.74  -0.033
N1 0.12 1.52 1.02  -0.015
N2 0.43 0.58 0.09  -0.069
C2 -0.12 -0.56 -0.34  -0.838
C3 0.70 -1.24 -1.41  -0.114
S1 -1.52 -1.26 0.18  0.670
H1 -1.05 2.24 2.42  0.049
H2 -1.69 0.68 1.68  -0.015
H3 1.31 0.86 -0.34  0.138
H4 1.16 -2.13 -1.01  0.075
H5 0.07 -1.53 -2.24  0.072
H6 1.53 -0.61 -1.80  0.079

A 2-piece molecular cluster, C3H6N2S overall in a non-equilibrium geometry, computed with the ωB97M-V functional and the def2-TZVPD basis.

The lowest unoccupied orbital energy (alpha / beta) comes out at 0.25 / 0.25 eV. The electronic energy comes out at -625.530716 a.u. Its structure (SMILES) is C=[NH+][S-].CC#N. Its total charge is 0. The HOMO energy (alpha / beta) is -0.296 / -0.296 hartree. As for the spin multiplicity: 1.

Last column: Löwdin charge in e.
Geometry (Å):
C1 1.99 1.55 -0.14  -0.025
N1 1.22 0.79 0.56  -0.616
S1 1.46 -0.70 1.18  0.487
H1 1.68 2.51 -0.44  0.073
H2 3.01 1.35 -0.27  0.065
H3 0.37 1.18 0.82  0.031
C2 -1.81 -1.50 -0.14  -0.083
C3 -1.18 -0.30 -0.64  -0.311
N2 -0.83 0.68 -1.05  0.151
H4 -2.22 -1.41 0.83  0.062
H5 -1.02 -2.26 -0.02  0.074
H6 -2.66 -1.90 -0.69  0.091

One molecule with the formula C3H6N2S in a non-equilibrium geometry, computed with the ωB97M-V functional and the def2-TZVPD basis.

The lowest unoccupied orbital energy comes out at 0.80 eV. The electronic energy comes out at -625.599672 a.u. Its structure (SMILES) is N/C=C/C(N)=S. Its total charge is 0. The HOMO energy is -0.291 hartree. As for the spin multiplicity: 1.

Last column: Löwdin charge in e.
Geometry (Å):
N1 -2.91 -0.06 -0.09  0.068
C1 -1.59 -0.32 0.06  -0.209
C2 -0.64 0.65 -0.01  -0.160
C3 0.76 0.34 0.05  -0.952
N2 1.56 1.46 0.01  0.037
S1 1.46 -1.11 -0.01  0.616
H1 -3.26 0.89 0.08  0.122
H2 -3.50 -0.87 0.03  0.098
H3 -1.29 -1.39 0.15  0.116
H4 -0.83 1.69 0.17  0.092
H5 2.56 1.33 -0.12  0.086
H6 1.20 2.38 -0.13  0.086

One molecule with the formula C3H6N2S in a non-equilibrium geometry, computed with the ωB97M-V functional and the def2-TZVPD basis.

The lowest unoccupied orbital energy comes out at 0.92 eV. The electronic energy comes out at -625.445257 a.u. Its total charge is 0. The HOMO energy is -0.307 hartree. As for the spin multiplicity: 1.

Last column: Löwdin charge in e.
Geometry (Å):
C1 0.92 0.61 -0.76  -0.313
C2 0.84 1.94 -0.56  -0.032
C3 -0.63 -1.46 -0.46  -0.293
N1 0.22 -0.31 -0.07  -0.369
N2 -1.25 -0.61 2.23  -0.368
S1 -1.29 -0.29 0.79  0.905
H1 1.48 0.06 -1.60  0.139
H2 1.61 2.69 -0.91  0.054
H3 0.04 2.33 0.18  0.073
H4 -0.96 -1.41 -1.65  0.139
H5 -0.25 -2.41 -0.07  0.067
H6 -0.74 -1.16 2.87  -0.002

One molecule with the formula C3H6N2S in a non-equilibrium geometry, computed with the ωB97M-V functional and the def2-TZVPD basis.

The lowest unoccupied orbital energy comes out at 0.86 eV. The electronic energy comes out at -625.483836 a.u. Its structure (SMILES) is S/N=C\N1CC1. Its total charge is 0. The HOMO energy is -0.320 hartree. As for the spin multiplicity: 1.

Last column: Löwdin charge in e.
Geometry (Å):
S1 -2.96 -0.50 -0.04  0.632
N1 -2.09 1.06 0.00  -0.316
C1 -0.86 0.98 -0.05  -0.421
N2 -0.05 -0.18 -0.11  -0.156
C2 1.24 -0.29 0.73  -0.112
C3 1.36 -0.25 -0.76  -0.073
H1 -1.88 -1.41 0.09  -0.125
H2 -0.21 1.96 0.08  0.147
H3 1.11 -1.20 1.30  0.091
H4 1.66 0.55 1.37  0.122
H5 1.19 -1.28 -1.18  0.124
H6 1.50 0.57 -1.42  0.087

One molecule with the formula C3H6N2S2 in a non-equilibrium geometry, computed with the ωB97M-V functional and the def2-TZVPD basis.

The lowest unoccupied orbital energy comes out at -0.41 eV. The electronic energy comes out at -1023.682192 a.u. Its structure (SMILES) is NC(N)=CC(=S)S. Its total charge is 0. The HOMO energy is -0.302 hartree. As for the spin multiplicity: 1.

Last column: Löwdin charge in e.
Geometry (Å):
N1 -1.68 -1.58 0.82  0.068
C1 -1.63 -0.76 -0.32  -0.409
N2 -2.90 -0.88 -1.02  0.044
C2 -0.46 -0.07 -0.65  -0.251
C3 0.72 0.26 0.01  -1.113
S1 1.29 0.09 1.65  0.470
S2 1.79 1.39 -0.99  0.669
H1 -0.82 -1.61 1.52  0.100
H2 -2.75 -1.94 1.14  0.184
H3 -3.73 -0.99 -0.34  0.104
H4 -3.02 0.18 -1.46  0.168
H5 -0.06 0.08 -1.91  0.148
H6 1.37 1.30 -2.24  -0.182

An isolated ion of composition C3H6N3 and charge +1 in a non-equilibrium geometry, computed with the ωB97M-V functional and the def2-TZVPD basis.

The lowest unoccupied orbital energy (alpha / beta) comes out at -6.63 / -6.59 eV. The electronic energy comes out at -281.662283 a.u. Its total charge is +1. The HOMO energy (alpha / beta) is -0.504 / -0.505 hartree. As for the spin multiplicity: 1.

Last column: Löwdin charge in e.
Geometry (Å):
C1 -0.29 -2.49 -0.83  0.273
C2 -0.28 -0.10 -0.72  -0.045
C3 0.54 1.07 1.32  0.053
N1 0.23 -1.22 1.22  0.296
N2 -0.43 -1.31 -1.29  -0.020
N3 0.00 -0.15 0.68  -0.254
H1 -0.06 -3.42 -1.25  0.090
H2 -0.68 0.82 -0.94  0.114
H3 0.45 0.80 2.29  0.060
H4 1.57 1.31 0.97  0.137
H5 -0.16 1.87 1.14  0.111
H6 -0.56 -1.38 -2.28  0.184

A 2-piece molecular cluster, C3H6N3 overall in a non-equilibrium geometry, computed with the ωB97M-V functional and the def2-TZVPD basis.

The lowest unoccupied orbital energy (alpha / beta) comes out at -6.93 / -4.23 eV. The electronic energy comes out at -281.694869 a.u. Its total charge is +1. The HOMO energy (alpha / beta) is -0.566 / -0.591 hartree. As for the spin multiplicity: 1.

Last column: Löwdin charge in e.
Geometry (Å):
C1 0.36 -1.89 -0.08  -0.079
C2 1.12 0.01 0.43  -0.021
C3 -0.92 1.40 -0.13  0.072
N1 1.47 -1.29 0.37  0.134
N2 -0.64 -1.03 -0.16  0.128
N3 -0.16 0.15 0.16  -0.111
H1 0.36 -2.93 -0.37  0.156
H2 2.92 1.64 1.02  0.224
H3 -0.47 1.75 -1.03  0.098
H4 -2.01 1.33 -0.02  0.122
H5 -0.58 2.13 0.52  0.073
H6 -1.45 -1.27 -0.71  0.205

An isolated ion of composition C3H6N3O and charge +1 in a non-equilibrium geometry, computed with the ωB97M-V functional and the def2-TZVPD basis.

The lowest unoccupied orbital energy (alpha / beta) comes out at -6.00 / -6.11 eV. The electronic energy comes out at -356.880116 a.u. Its total charge is +1. The HOMO energy (alpha / beta) is -0.517 / -0.525 hartree. As for the spin multiplicity: 1.

Last column: Löwdin charge in e.
Geometry (Å):
C1 -0.58 1.14 0.60  -0.155
C2 -0.32 -0.52 -2.28  -0.002
C3 0.25 0.23 2.50  -0.118
N1 -0.67 1.26 -0.76  0.123
N2 0.15 0.20 1.10  0.031
N3 0.45 -1.27 -3.10  0.192
O1 -0.31 0.33 -1.47  0.108
H1 -1.26 1.88 1.12  0.166
H2 1.25 0.29 2.90  0.088
H3 -0.48 0.75 3.08  0.082
H4 0.10 -0.93 2.66  0.142
H5 1.49 -1.26 -2.86  0.181
H6 -0.06 -2.11 -3.47  0.160